#1
The following is a quantum chemistry calculation of a gas-phase ion, C4H10NOS (charge -1), from the Open Molecules 2025 dataset.

The SMILES is N[C@H](C[O-])CCS. For the LUMO energy, the calculation gives 3.2 eV. As for the charge: -1.

Each line ends with the Löwdin charge.
CARTESIAN COORDINATES (ANGSTROEM)
N 0.906 -1.334 -0.802  0.014
C 0.550 0.006 -0.373  -0.467
C 1.810 0.798 0.139  -0.485
O 2.950 0.349 -0.430  -0.366
C -0.556 0.015 0.638  -0.299
C -1.926 -0.471 0.201  -0.568
S -2.658 0.519 -1.139  0.654
H 0.956 -1.947 0.013  0.054
H 1.917 -1.201 -1.010  0.048
H 0.217 0.536 -1.230  0.090
H 1.578 1.867 -0.044  0.079
H 1.847 0.626 1.258  0.082
H -0.628 1.007 1.104  0.101
H -0.185 -0.506 1.536  0.108
H -1.766 -1.472 -0.203  0.061
H -2.672 -0.518 0.989  0.047
H -2.338 1.724 -0.648  -0.153

***

#2
The following is a quantum chemistry calculation of 2 unconnected molecules or ions with the total composition C4H10NOS, from the Open Molecules 2025 dataset.

For the LUMO energy, the calculation gives 3.9 eV. As for the charge: -1.

Each line ends with the Löwdin charge.
CARTESIAN COORDINATES (ANGSTROEM)
C 2.381 1.851 -0.601  -0.247
C 0.882 2.053 -0.419  -0.794
S 0.296 1.517 1.227  0.206
H 2.609 0.782 -0.615  0.047
H 2.924 2.281 0.244  0.042
H 2.756 2.290 -1.529  0.046
H 0.355 1.463 -1.173  0.025
H 0.626 3.100 -0.569  0.021
C -2.170 -1.026 -0.268  -0.031
C -1.004 -1.988 -0.303  -0.629
N 0.028 -1.646 0.492  0.127
O -1.026 -3.004 -0.993  -0.028
H -1.811 0.006 -0.256  0.037
H -2.745 -1.183 0.643  0.077
H -2.798 -1.226 -1.134  0.069
H 0.842 -2.235 0.422  0.093
H 0.128 -0.674 0.849  -0.061

***

#3
The following is a quantum chemistry calculation of 2 unconnected molecules or ions with the total composition C4H10NOS, from the Open Molecules 2025 dataset.

For the LUMO energy, the calculation gives 4.0 eV. As for the charge: -1.

Each line ends with the Löwdin charge.
CARTESIAN COORDINATES (ANGSTROEM)
O 0.151 -1.763 -1.058  -0.148
C -0.765 -1.304 -0.308  -0.512
C -1.001 -1.896 1.044  -0.335
N -2.071 -1.163 1.788  -0.067
H -1.560 -0.650 -0.726  0.083
H -1.293 -2.968 0.921  0.107
H -0.083 -1.909 1.608  0.081
H -1.846 -1.160 2.786  0.040
H -2.110 -0.132 1.575  0.014
C 1.806 2.279 -1.052  -0.221
C 0.937 0.996 -0.973  -0.715
S 0.028 0.842 0.596  0.453
H 2.447 2.414 -0.192  0.038
H 1.217 3.209 -1.093  0.047
H 2.312 2.271 -2.029  0.049
H 1.530 0.084 -1.022  0.029
H 0.301 0.850 -1.863  0.057

***

Going by the energies, #2 is most stable and the next is 0.0704 hartree up.

***

#1
The following is a quantum chemistry calculation of a molecular structure, C19H16AuN3OS, from the Open Molecules 2025 dataset.

For the LUMO energy (spin up / spin down), the calculation gives 0.2 / -1.4 eV. The multiplicity is 3.

Each line ends with the Mulliken spin population.
CARTESIAN COORDINATES (ANGSTROEM)
Au 0.080 0.745 -0.457  0.282
C -3.041 2.888 3.881  0.043
N -2.386 1.589 3.854  0.007
C -2.437 0.693 4.888  0.008
C -1.734 -0.386 4.532  0.008
N -1.217 -0.205 3.262  0.006
C -1.668 1.137 2.816  0.038
S -1.483 2.229 1.295  0.735
C -0.353 -1.335 2.626  0.005
C -0.189 -2.449 3.437  -0.009
C 0.558 -3.536 3.006  0.002
C 1.141 -3.504 1.764  0.003
C 0.941 -2.363 0.999  0.009
N 0.230 -1.320 1.391  -0.003
H -3.554 3.008 4.832  0.004
H -3.758 2.954 3.065  -0.014
H -2.300 3.674 3.761  -0.014
H -2.970 0.891 5.801  -0.002
H -1.582 -1.264 5.126  0.000
H -0.628 -2.511 4.418  0.000
H 0.677 -4.396 3.651  0.000
H 1.735 -4.327 1.391  0.001
H 1.383 -2.269 0.012  0.000
O -0.617 0.529 1.242  0.863
C 1.875 -1.454 -5.379  -0.007
C 1.429 -1.934 -4.129  0.009
C 1.052 -1.057 -3.151  0.000
C 1.096 0.345 -3.350  0.031
C 0.702 1.270 -2.327  -0.072
C 0.747 2.616 -2.629  0.061
C 1.179 3.089 -3.888  -0.016
C 1.568 2.213 -4.857  0.033
C 1.534 0.819 -4.615  -0.011
C 1.922 -0.110 -5.613  0.007
H 2.173 -2.151 -6.152  0.000
H 1.383 -3.001 -3.945  0.000
H 0.698 -1.440 -2.201  0.000
H 0.449 3.334 -1.874  -0.005
H 1.204 4.155 -4.083  -0.001
H 1.900 2.583 -5.821  0.002
H 2.258 0.253 -6.577  0.000

***

#2
The following is a quantum chemistry calculation of a molecular structure, C19H16AuN3OS, from the Open Molecules 2025 dataset.

For the LUMO energy (spin up / spin down), the calculation gives 0.5 / -0.7 eV. The multiplicity is 3.

Each line ends with the Mulliken spin population.
CARTESIAN COORDINATES (ANGSTROEM)
Au 0.191 -0.469 -0.189  0.031
C -3.156 2.440 2.793  -0.007
N -3.495 1.380 1.867  0.026
C -4.761 0.952 1.609  -0.028
C -4.686 -0.031 0.710  0.063
N -3.352 -0.239 0.384  -0.035
C -2.595 0.662 1.123  0.188
S -0.929 0.972 1.232  0.048
C -2.909 -1.190 -0.525  0.267
C -3.846 -2.004 -1.168  -0.106
C -3.446 -2.950 -2.069  0.201
C -2.063 -3.100 -2.348  0.062
C -1.187 -2.290 -1.703  0.090
N -1.560 -1.331 -0.792  0.206
H -4.059 2.837 3.246  0.001
H -2.635 3.237 2.262  0.003
H -2.500 2.050 3.572  0.003
H -5.628 1.376 2.082  -0.003
H -5.500 -0.587 0.289  0.002
H -4.903 -1.911 -0.974  0.018
H -4.179 -3.574 -2.560  0.020
H -1.709 -3.835 -3.055  0.006
H -0.125 -2.372 -1.889  0.037
O 1.112 -1.572 -1.285  0.838
C 5.635 0.223 -1.851  0.003
C 4.481 -0.389 -2.357  0.006
C 3.303 -0.348 -1.657  0.020
C 3.214 0.309 -0.404  -0.003
C 1.988 0.389 0.391  0.007
C 2.042 1.071 1.593  0.009
C 3.227 1.673 2.056  0.001
C 4.369 1.606 1.332  0.001
C 4.401 0.933 0.098  -0.001
C 5.595 0.869 -0.653  0.003
H 6.560 0.184 -2.413  0.000
H 4.516 -0.900 -3.310  0.002
H 2.441 -0.826 -2.081  0.016
H 1.162 1.142 2.200  0.004
H 3.226 2.195 3.005  0.000
H 5.266 2.078 1.714  0.000
H 6.495 1.339 -0.276  0.000

***

Going by the energies, #2 is most stable and the next is 0.1073 hartree up.

***

#1
The following is a quantum chemistry calculation of a gas-phase ion, C10H14N3 (charge +1), from the Open Molecules 2025 dataset.

For the LUMO energy (spin up / spin down), the calculation gives -4.5 / -4.5 eV. As for the charge: +1.

Each line ends with the Löwdin charge.
CARTESIAN COORDINATES (ANGSTROEM)
C 3.197 0.891 0.024  -0.039
C 3.248 -0.467 -0.404  -0.052
C 1.972 1.371 0.493  -0.052
C 2.129 -1.292 -0.336  -0.009
C 0.839 0.630 0.472  -0.221
C 0.871 -0.699 0.051  -0.153
C -0.512 1.229 0.851  -0.100
C -0.378 -1.462 0.108  -0.082
C -1.512 1.277 -0.167  -0.274
C -2.943 1.483 0.331  0.036
N -1.569 -3.462 0.361  0.052
N -0.490 -2.742 0.121  -0.121
N -1.176 1.365 -1.437  0.293
H 4.036 1.521 -0.061  0.094
H 4.113 -0.942 -0.813  0.102
H 1.975 2.506 0.693  0.151
H 2.227 -2.398 -0.441  0.122
H -1.053 0.625 1.651  0.166
H -0.490 2.271 1.333  0.193
H -1.311 -1.043 0.347  0.092
H -3.379 2.243 -0.423  0.138
H -3.013 1.895 1.297  0.082
H -3.437 0.529 0.221  0.107
H -1.348 -4.387 -0.048  0.054
H -0.371 1.013 -1.814  0.110
H -1.838 1.414 -2.203  0.162
H 0.215 -3.368 -0.206  0.146

***

#2
The following is a quantum chemistry calculation of a gas-phase ion, C10H14N3 (charge +1), from the Open Molecules 2025 dataset.

For the LUMO energy (spin up / spin down), the calculation gives -6.1 / -6.1 eV. As for the charge: +1.

Each line ends with the Löwdin charge.
CARTESIAN COORDINATES (ANGSTROEM)
C -2.735 2.654 0.729  0.040
C -2.446 1.922 1.907  -0.038
C -1.807 2.604 -0.313  -0.041
C -1.479 0.981 1.887  -0.004
C -0.779 1.723 -0.294  -0.004
C -0.531 0.922 0.825  -0.164
C 1.101 -2.074 -0.586  -0.469
C 0.422 -0.158 0.736  0.135
C 1.357 -0.603 -0.215  -0.294
C 2.852 -0.587 0.308  -0.005
N 1.494 -3.102 -0.025  0.164
N 0.313 -2.258 -1.640  -0.009
N -0.119 -1.219 -2.472  0.024
H -3.556 3.347 0.685  0.125
H -3.006 1.998 2.789  0.106
H -1.845 3.305 -1.127  0.123
H -1.303 0.341 2.846  0.169
H -0.159 1.735 -1.171  0.127
H 0.533 -0.865 1.610  0.166
H 1.436 -0.137 -1.232  0.143
H 2.679 -0.992 1.292  0.064
H 3.117 0.395 0.519  0.053
H 3.764 -1.087 -0.232  0.152
H 1.617 -3.251 0.994  0.096
H 0.186 -3.196 -1.875  0.132
H -1.163 -1.074 -2.479  0.117
H 0.058 -1.325 -3.465  0.094

***

Going by the energies, #1 is most stable and the next is 0.0348 hartree up.